Below is 11 unconnected molecules or ions with the total composition C4H28NO12 in a non-equilibrium geometry, with properties calculated with ωB97M-V/def2-TZVPD.

* molar mass: 282.26 g/mol
* total charge: -1
* ΔE to the lowest compared entry with this formula, charge and spin: 305.2 kJ/mol
* 2S+1: 1

Each line ends with the Löwdin charge.
Atoms and positions in Å:
O (0.238, -0.435, -2.139)  -0.10
C (-0.707, -0.622, -1.263)  -0.53
O (-1.466, -1.609, -1.345)  -0.05
C (-0.637, 0.541, -0.127)  -0.11
C (-1.831, 1.413, -0.263)  -0.21
C (-1.934, 2.276, 1.051)  -0.25
N (-1.910, 1.505, 2.391)  0.00
H (0.354, 1.032, -0.407)  0.12
H (-0.571, 0.052, 0.832)  0.05
H (-2.843, 0.894, -0.298)  0.13
H (-1.887, 1.926, -1.202)  0.10
H (-1.143, 3.088, 0.917)  0.11
H (-2.917, 2.790, 0.954)  0.09
H (-0.975, 1.070, 2.473)  0.02
H (-2.438, 0.618, 2.186)  0.08
H (1.777, -2.044, 1.959)  -0.01
H (0.974, -3.473, 2.415)  0.09
O (1.824, -3.019, 2.031)  -0.14
H (3.320, 0.357, -0.854)  0.04
H (3.464, -0.333, 0.520)  0.03
O (3.788, 0.440, 0.059)  -0.10
H (1.583, 0.224, -2.054)  0.01
H (2.475, 0.969, -3.048)  0.07
O (2.362, 0.902, -2.074)  -0.13
H (-2.910, -1.358, -0.095)  -0.02
H (-3.575, -2.433, -0.099)  -0.02
O (-3.601, -1.719, 0.461)  -0.04
H (3.126, 1.687, 1.239)  0.00
H (1.906, 2.517, 1.411)  0.03
O (2.441, 1.856, 1.866)  -0.04
H (-0.867, -2.651, 0.977)  0.04
H (-0.188, -1.596, 1.675)  0.01
O (-0.570, -2.490, 1.874)  -0.08
H (-2.197, -0.219, -3.932)  0.06
H (-2.309, -1.474, -2.875)  -0.03
O (-2.751, -0.971, -3.564)  -0.10
H (1.498, 0.470, 2.342)  0.01
H (1.038, -0.758, 3.044)  0.02
O (0.880, -0.255, 2.310)  -0.04
H (1.774, 3.235, -1.493)  0.10
H (1.643, 2.805, -0.027)  0.00
O (1.902, 3.635, -0.530)  -0.13
H (-0.044, -3.250, -2.173)  -0.07
H (1.229, -2.414, -2.447)  0.04
O (0.676, -3.180, -2.678)  -0.02

Below is 10 unconnected molecules or ions with the total composition C4H28O10S2 in a non-equilibrium geometry, with properties calculated with ωB97M-V/def2-TZVPD.

* molar mass: 300.39 g/mol
* 2S+1: 1
* E: -1718.01763 hartree

Each line ends with the Löwdin charge.
Atoms and positions in Å:
C (-0.792, 0.121, -1.571)  -0.25
C (-0.271, 1.298, -2.417)  -0.24
O (1.021, 1.753, -2.075)  -0.11
C (-0.785, 0.451, -0.104)  -0.52
S (-2.009, -0.409, 0.944)  0.51
S (-2.662, -2.093, 0.080)  0.45
C (-1.585, -3.455, 0.577)  -0.46
H (-1.792, -0.119, -1.946)  0.10
H (-0.145, -0.728, -1.809)  0.10
H (-0.186, 0.995, -3.463)  0.12
H (-0.973, 2.137, -2.315)  0.12
H (1.083, 2.407, -1.326)  0.05
H (-0.971, 1.510, 0.067)  0.04
H (0.201, 0.270, 0.319)  0.06
H (-0.572, -3.354, 0.202)  0.00
H (-1.562, -3.556, 1.662)  0.04
H (-2.015, -4.355, 0.139)  0.04
H (4.191, 1.469, 1.116)  0.07
H (3.536, 0.331, 0.253)  0.02
O (3.770, 0.608, 1.193)  -0.09
H (1.271, 3.068, 0.846)  0.02
H (0.086, 3.799, 0.155)  0.00
O (1.008, 3.505, -0.002)  -0.08
H (-0.935, -3.347, -2.162)  0.06
H (0.041, -4.464, -2.438)  0.07
O (-0.245, -3.877, -1.748)  -0.06
H (-4.214, 2.509, -0.580)  0.07
H (-3.507, 1.468, 0.266)  -0.01
O (-3.346, 2.194, -0.326)  -0.05
H (2.372, 0.577, -1.658)  0.05
H (2.749, -0.922, -1.342)  0.02
O (3.115, -0.001, -1.315)  -0.09
H (-1.854, 4.213, 1.467)  0.07
H (-2.188, 3.423, 0.154)  0.00
O (-1.600, 4.104, 0.532)  -0.07
H (2.432, 1.438, 1.885)  0.00
H (1.282, 1.523, 2.944)  0.04
O (1.729, 2.016, 2.261)  -0.06
H (2.126, -2.494, 0.065)  0.02
H (1.310, -3.021, -1.214)  0.01
O (2.131, -2.552, -0.925)  -0.09
H (2.809, -1.163, 1.721)  0.01
H (1.529, -1.628, 2.414)  0.06
O (2.263, -1.940, 1.854)  -0.04

Below is 9 unconnected molecules or ions with the total composition C4H29N2O9 in a non-equilibrium geometry, with properties calculated with ωB97M-V/def2-TZVPD.

* molar mass: 249.28 g/mol
* total charge: +1
* ΔE to the lowest compared entry with this formula, charge and spin: 78.4 kJ/mol
* 2S+1: 1

Each line ends with the Löwdin charge.
Atoms and positions in Å:
C (-1.266, -0.218, 2.374)  -0.20
O (0.041, -0.082, 2.949)  -0.05
C (-1.362, 0.266, 0.899)  -0.23
C (-2.783, -0.125, 0.494)  -0.15
C (-3.152, -0.053, -0.951)  -0.28
N (-2.652, -1.045, -1.885)  0.01
N (-0.161, -0.439, 0.319)  0.19
H (-1.484, -1.285, 2.335)  0.11
H (-1.958, 0.249, 3.077)  0.14
H (0.335, 0.817, 2.744)  0.06
H (-1.071, 1.314, 0.828)  0.16
H (-2.978, -1.103, 0.962)  0.11
H (-3.586, 0.312, 1.096)  0.13
H (-4.212, 0.118, -1.127)  0.11
H (-2.759, 0.873, -1.383)  0.10
H (-2.514, -1.989, -1.563)  0.07
H (-1.895, -0.693, -2.435)  0.02
H (0.704, 0.042, 0.649)  0.09
H (-0.072, -0.448, -0.727)  0.10
H (-0.126, -1.438, 0.528)  0.14
H (3.065, 0.814, 0.422)  0.07
H (1.899, 1.140, -0.484)  0.02
O (2.127, 1.035, 0.457)  -0.04
H (0.548, 0.764, -2.591)  0.03
H (0.331, -0.615, -3.207)  0.08
O (0.143, -0.112, -2.420)  -0.06
H (2.472, 2.482, -2.635)  0.09
H (1.062, 2.796, -2.161)  0.05
O (1.695, 2.064, -2.243)  -0.04
H (-1.475, 4.007, -1.406)  0.06
H (-1.777, 3.295, -2.709)  0.05
O (-1.185, 3.267, -1.952)  -0.04
H (3.288, -0.747, -1.308)  -0.01
H (4.832, -0.875, -0.990)  0.05
O (4.161, -0.868, -1.678)  -0.04
H (2.573, -2.801, -1.012)  0.04
H (1.579, -3.328, 0.052)  0.05
O (1.943, -2.528, -0.336)  -0.04
H (-2.759, -3.601, 1.476)  0.04
H (-1.687, -4.608, 0.966)  0.04
O (-1.829, -3.703, 1.256)  -0.05
H (2.910, 1.940, 3.808)  0.05
H (2.250, 2.806, 2.780)  0.03
O (2.044, 2.290, 3.568)  -0.04

Below is 11 unconnected molecules or ions with the total composition C4H29NO12S in a non-equilibrium geometry, with properties calculated with ωB97M-V/def2-TZVPD.

* molar mass: 315.34 g/mol
* ΔE to the lowest compared entry with this formula, charge and spin: 250.2 kJ/mol
* 2S+1: 1

Each line ends with the Löwdin charge.
Atoms and positions in Å:
O (0.446, -0.212, -2.128)  0.05
C (0.218, 0.681, -1.348)  -0.24
C (-0.768, 0.554, -0.184)  -0.36
C (-0.162, 1.166, 1.089)  -0.50
S (-0.570, 2.932, 1.325)  0.73
N (-1.198, -0.829, 0.135)  0.00
C (-1.914, -1.549, -0.929)  -0.24
O (-1.322, -2.785, -1.301)  -0.09
H (0.765, 1.631, -1.421)  0.12
H (-1.660, 1.079, -0.489)  0.12
H (-0.583, 0.681, 1.969)  0.05
H (0.918, 1.023, 1.129)  0.08
H (0.420, 3.470, 0.590)  -0.17
H (-0.464, -1.431, 0.464)  0.09
H (-2.929, -1.764, -0.602)  0.12
H (-1.966, -0.928, -1.811)  0.11
H (-1.205, -3.409, -0.525)  0.07
H (0.406, -2.872, -1.449)  0.00
H (1.773, -2.890, -2.133)  0.08
O (1.315, -3.213, -1.335)  -0.08
H (0.038, -2.386, 3.248)  0.05
H (1.245, -3.368, 3.347)  0.08
O (0.784, -2.815, 2.712)  -0.08
H (1.956, -2.178, -0.079)  -0.01
H (1.809, -1.942, 1.486)  -0.01
O (2.284, -1.620, 0.679)  -0.12
H (-2.654, -0.660, 1.913)  0.04
H (-3.201, 0.466, 2.850)  0.08
O (-3.109, -0.507, 2.776)  -0.07
H (-1.159, 2.674, -2.839)  0.00
H (-1.383, 1.356, -3.638)  0.08
O (-1.551, 1.781, -2.760)  -0.09
H (0.373, -4.619, 0.198)  0.04
H (0.004, -3.838, 1.493)  0.01
O (-0.376, -4.372, 0.755)  -0.06
H (2.588, 4.075, -1.433)  0.02
H (2.334, 5.428, -2.081)  0.05
O (1.862, 4.745, -1.604)  -0.08
H (3.844, 2.011, -0.772)  0.10
H (4.775, 3.268, -0.898)  0.08
O (3.877, 2.948, -1.146)  -0.08
H (-1.075, 4.882, -2.657)  0.03
H (0.372, 4.432, -2.514)  0.02
O (-0.479, 4.259, -2.988)  -0.04
H (-1.842, -1.223, 3.779)  0.03
H (-1.673, -2.405, 4.806)  0.07
O (-1.163, -1.732, 4.322)  -0.08

Below is a molecular structure, C4H2Br2O in a non-equilibrium geometry, with properties calculated with ωB97M-V/def2-TZVPD.

* molar mass: 225.87 g/mol
* ΔE to the lowest compared entry with this formula, charge and spin: 177.2 kJ/mol
* 2S+1: 1

Each line ends with the Löwdin charge.
Atoms and positions in Å:
C (-1.373, 0.587, -0.042)  0.03
C (-0.150, 0.217, -0.372)  -0.12
C (1.762, 0.737, -0.781)  -0.73
C (-0.775, -0.670, 0.553)  -0.68
O (2.150, 1.144, -1.776)  0.08
Br (2.699, 0.305, 0.797)  0.78
Br (-1.486, -2.460, 0.036)  0.53
H (-2.342, 1.017, 0.099)  0.10
H (-0.486, -0.877, 1.487)  0.00

Below is 2 unconnected molecules or ions with the total composition C4H2Br2Si in a non-equilibrium geometry, with properties calculated with ωB97M-V/def2-TZVPD.

* molar mass: 237.95 g/mol
* ΔE to the lowest compared entry with this formula, charge and spin: 427.0 kJ/mol
* 2S+1: 1

Each line ends with the Löwdin charge.
Atoms and positions in Å:
C (-2.168, 1.195, -1.600)  0.01
C (2.533, -1.032, 0.002)  0.07
C (-1.317, 0.380, -1.860)  -0.33
C (1.555, -0.875, -0.690)  -0.33
Si (0.037, -0.771, -1.605)  0.33
Br (0.532, -1.792, -3.674)  0.18
Br (-3.902, 3.258, 1.167)  0.04
H (-3.120, 1.758, -1.612)  0.03
H (3.403, -1.087, 0.533)  0.01